(a)
Molecular formula: C3H2FMnO2
Method: DFT, ωB97M-V with the def2-TZVPD basis set

Structure (ORCA input):
```
! RIJCOSX wB97M-V def2-TZVPD def2/J DEFGRID3
* xyz 1 6
F -2.648 1.182 0.173
H -1.167 -1.519 -0.554
O -0.089 0.247 -0.074
C -1.182 -0.390 -0.430
C -2.418 -0.191 0.036
H -3.017 -0.855 0.653
Mn 1.638 0.304 0.139
O 4.996 0.656 -0.011
C 3.885 0.567 0.067
*
```

Values from the calculation:
- HOMO-LUMO gap (spin up / spin down): 7.0 / 5.9 eV
- ⟨S²⟩: 8.7790
- E_LUMO (spin up / spin down): -5.42 / -6.39 eV

***

(b)
Molecular formula: C3H2FMnO2
Method: DFT, ωB97M-V with the def2-TZVPD basis set

Structure (ORCA input):
```
! RIJCOSX wB97M-V def2-TZVPD def2/J DEFGRID3
* xyz 1 6
F -0.829 1.884 -0.383
O 0.626 -1.082 -0.655
O 1.449 0.974 0.189
C -0.647 -1.194 -0.020
C -0.877 0.214 0.271
C 0.331 0.752 -0.326
H -1.384 -1.594 -0.734
H -1.291 0.517 1.233
Mn 2.622 -0.471 0.424
*
```

Values from the calculation:
- HOMO-LUMO gap (spin up / spin down): 5.1 / 5.0 eV
- ⟨S²⟩: 8.7592
- E_LUMO (spin up / spin down): -7.45 / -7.49 eV

***

According to the calculations, the structures order from most to least stable as (a), (b).